Molecular formula: C23H24Se2Si2SrTe2
Method: DFT, wB97M-V/def2-TZVPD

As for the spin multiplicity: 1. The charge is -2. Its frontier orbital gap is 6.3 eV. As for the total energy: -6839.571586 Ha. The highest occupied orbital energy comes out at -0.0764 hartree. The LUMO energy comes out at 4.27 eV. For the energy above the lowest of the compared OMol25 structures with the same formula, charge and spin, the calculation gives 0.0 kJ/mol.

Positions of all 54 atoms, in Å:
Sr 0.13193 0.31505 3.41036
Se 0.37202 0.16548 9.09851
Te 0.56210 0.26388 6.66336
Te -0.19293 -2.15811 5.61744
Se -1.16804 1.82607 5.82383
C 3.23167 4.11045 -0.69873
Si 4.03792 2.60564 0.08717
C 5.64414 3.15348 0.90061
C 4.47643 1.39538 -1.28732
C 2.93226 1.84746 1.29476
C 2.16893 1.36018 2.12779
H 3.88983 4.58055 -1.43521
H 2.98101 4.85052 0.06405
H 2.30429 3.82356 -1.19869
H 6.32226 3.61779 0.17879
H 6.15377 2.29997 1.35233
H 5.43886 3.87450 1.69466
H 5.14357 1.85015 -2.02519
H 3.57548 1.05479 -1.80290
H 4.97474 0.51463 -0.87367
C -2.74323 2.48178 -2.81489
C -2.85846 2.81019 -1.47312
C -2.46505 1.89896 -0.49835
C -1.96094 0.63935 -0.82161
C -1.85468 0.33532 -2.18528
C -2.23638 1.23607 -3.16950
Si -1.47499 -0.60990 0.57041
C -2.96816 -1.82560 0.50070
C -4.09415 -1.66827 -0.31082
C -5.12806 -2.60038 -0.32074
C -5.06084 -3.72631 0.48565
C -3.95424 -3.90466 1.30943
C -2.93724 -2.96285 1.31879
C -0.17050 -1.66086 -0.39609
C -0.43955 -2.85134 -1.07893
C 0.55178 -3.54460 -1.76383
C 1.85482 -3.06568 -1.77998
C 2.15401 -1.89214 -1.09989
C 1.15515 -1.20667 -0.42004
H -3.03756 3.19223 -3.57915
H -3.24508 3.78105 -1.18380
H -2.54974 2.17447 0.54866
H -1.46295 -0.63179 -2.47988
H -2.13757 0.96877 -4.21608
H -4.16508 -0.80091 -0.95843
H -5.98804 -2.44436 -0.96368
H -5.86392 -4.45458 0.48050
H -3.89190 -4.77254 1.95607
H -2.09105 -3.10970 1.98503
H -1.44754 -3.25145 -1.07155
H 0.30583 -4.46499 -2.28334
H 2.63286 -3.60728 -2.30644
H 3.17039 -1.51433 -1.08609
H 1.42183 -0.29839 0.11433

Results of the Mulliken charge analysis, in e, for atoms 1 through 2: 0.7968 -0.6690

***

Molecular formula: C23H25AlN7O
Method: DFT, wB97M-V/def2-TZVPD

As for the spin multiplicity: 1. The charge is +3. Its frontier orbital gap is 9.1 eV. As for the total energy: -1591.724158 Ha. The highest occupied orbital energy comes out at -0.6494 hartree. The LUMO energy comes out at -8.60 eV. For the energy above the lowest of the compared OMol25 structures with the same formula, charge and spin, the calculation gives 9.7 kJ/mol.

Positions of all 57 atoms, in Å:
Al 5.66390 -14.71117 -6.63603
C 7.77439 -16.39753 -7.75903
N 7.38028 -15.01726 -7.95600
C 6.86674 -14.88192 -9.32178
C 5.45941 -15.43055 -9.35322
C 4.79485 -15.76515 -10.55171
C 3.64342 -16.61544 -10.48956
C 3.19445 -16.96765 -9.24266
C 3.76296 -16.47479 -8.08767
N 4.78776 -15.60812 -8.16778
C 8.51247 -14.10020 -7.70667
C 8.00716 -12.99255 -6.89225
C 8.67057 -11.77112 -6.73706
C 8.18459 -10.80613 -5.88439
C 6.99691 -11.05731 -5.22562
C 6.26960 -12.18791 -5.47605
N 6.76884 -13.17663 -6.26801
C 7.32150 -16.90009 -6.46337
C 7.84783 -18.09816 -6.02650
C 7.59568 -18.56540 -4.69554
C 6.80116 -17.75555 -3.87742
C 6.28894 -16.57907 -4.41079
N 6.48011 -16.17467 -5.66421
H 8.88616 -16.52552 -7.74410
H 7.38052 -17.03401 -8.54410
H 7.53015 -15.40066 -10.01352
H 6.86093 -13.82153 -9.62812
H 5.24686 -15.51020 -11.52877
H 3.28651 -17.09186 -11.37823
H 2.31840 -17.63466 -9.19632
H 3.47776 -16.84147 -7.12483
H 8.95799 -13.71776 -8.63870
H 9.33293 -14.58783 -7.16580
H 9.64463 -11.60442 -7.21334
H 8.71155 -9.87479 -5.71680
H 6.51946 -10.29226 -4.57397
H 5.28771 -12.32929 -5.00749
H 8.58085 -18.64902 -6.64183
H 7.90266 -19.54515 -4.37378
H 6.57812 -18.05322 -2.88769
H 5.57197 -16.02434 -3.78355
C 1.94657 -12.74314 -6.43622
N 1.93898 -13.85914 -5.44934
C 0.74101 -14.13202 -4.76929
C 0.75209 -15.20835 -3.92772
C 1.98081 -15.96435 -3.77737
N 3.14020 -15.51840 -4.36026
C 3.10782 -14.50405 -5.17215
O 4.14333 -14.18110 -5.88821
N 2.03374 -17.12590 -3.15334
H 0.90031 -12.37614 -6.44357
H 2.20355 -13.04082 -7.43826
H 2.62380 -11.95993 -6.07729
H 0.02265 -13.33142 -4.95940
H -0.22176 -15.54568 -3.45529
H 1.17891 -17.59597 -2.77391
H 2.84741 -17.71459 -3.05800

Results of the Mulliken charge analysis, in e, for atoms 1 through 2: -0.5190 -1.7165

***

Molecular formula: C23H25Br48NO2P
Method: DFT, wB97M-V/def2-TZVPD

As for the spin multiplicity: 1. The charge is +1. Its frontier orbital gap is 6.7 eV. As for the total energy: -124990.066150 Ha. The highest occupied orbital energy comes out at -0.4125 hartree. The LUMO energy comes out at -4.56 eV.

Positions of all 100 atoms, in Å:
O 4.28737 -2.11254 1.07886
C 3.04075 -2.11030 1.12266
C 2.14913 -2.18000 -0.18530
C 0.89408 -1.26468 0.10855
C -0.40597 -1.89554 0.39581
C -1.55151 -1.01763 0.70463
C -1.26765 0.51318 0.71380
N -0.02441 1.00051 0.42093
C 1.07673 0.19332 0.12196
P 2.74237 1.02376 -0.23352
O 3.42556 1.25276 1.08009
H 2.51024 -2.01994 2.11718
H 1.82002 -3.23527 -0.40262
H 2.66150 -1.74635 -1.07852
H -0.50213 -3.01024 0.37393
H -2.54715 -1.43967 0.93190
H -2.08097 1.21619 0.95650
H 0.17020 2.00850 0.45027
H 2.47675 2.24172 -0.91608
H 3.49987 0.20589 -1.13911
C 3.32439 5.26621 1.71501
Br 5.06349 5.09374 0.88662
Br 2.70140 7.09384 1.70806
Br 2.02888 4.06342 0.92081
H 3.43650 4.97166 2.75484
C 4.31435 -2.91704 4.95902
Br 2.78751 -4.01693 5.43212
Br 4.51810 -2.76995 3.02132
Br 4.24247 -1.17949 5.80394
H 5.19731 -3.42005 5.34494
C 2.20645 -7.01813 2.58640
Br 2.08806 -5.67817 1.19257
Br 0.61008 -8.10427 2.64663
Br 3.81146 -8.07965 2.42402
H 2.26802 -6.49090 3.53429
C -0.93924 3.93678 -2.16450
Br -0.98410 2.03423 -2.51663
Br -1.28306 4.34282 -0.30139
Br 0.71295 4.74084 -2.76199
H -1.74416 4.38303 -2.74392
C -5.40448 0.36283 0.60422
Br -3.60280 0.17414 -0.10698
Br -6.00744 2.19859 0.53436
Br -6.64443 -0.84362 -0.25845
H -5.36214 0.08023 1.65178
C -4.51279 4.85863 -5.07384
Br -4.29852 3.28556 -3.96726
Br -3.64254 6.39997 -4.29460
Br -3.93056 4.54548 -6.88968
H -5.57514 5.07801 -5.11353
C -2.97250 -9.19154 0.64125
Br -4.55856 -10.22241 1.04268
Br -2.70812 -8.99046 -1.26315
Br -2.98375 -7.47956 1.54034
H -2.12456 -9.75049 1.02410
C 3.10121 2.51574 -5.07665
Br 4.49934 2.23948 -6.37930
Br 1.92678 0.98364 -4.94149
Br 3.82047 3.01949 -3.35160
H 2.49941 3.34943 -5.42534
C 5.97574 6.86672 4.47422
Br 4.25934 6.47809 5.28242
Br 6.65913 8.58484 5.03680
Br 7.25111 5.44709 4.78410
H 5.81660 6.92293 3.40142
C -6.52363 6.42134 1.72964
Br -5.00576 7.56038 1.35828
Br -7.09510 5.45346 0.15412
Br -6.18407 5.23293 3.21733
H -7.34466 7.06881 2.02024
C 6.94472 -3.34800 -1.13315
Br 6.81682 -2.00640 -2.52264
Br 5.36642 -4.46485 -1.06950
Br 8.55924 -4.39719 -1.29173
H 6.99846 -2.82039 -0.18590
C 7.53994 4.15541 -2.79451
Br 8.33762 2.63066 -3.67709
Br 8.69238 4.87551 -1.41830
Br 6.99502 5.51349 -4.05936
H 6.64005 3.80161 -2.30155
C -4.69361 10.40904 -6.08295
Br -3.31092 10.11594 -7.40249
Br -5.90873 8.90845 -5.97336
Br -3.95316 10.85781 -4.35287
H -5.27340 11.26470 -6.41325
C 0.61869 -5.16959 8.77418
Br -0.76398 -5.11810 7.42032
Br 2.09759 -6.29543 8.24204
Br 1.20887 -3.39519 9.26630
H 0.18023 -5.61687 9.66020
C -6.38351 -9.76486 -2.69465
Br -7.96463 -10.79693 -2.27954
Br -6.13475 -9.56315 -4.60160
Br -6.38320 -8.05691 -1.78701
H -5.53076 -10.32272 -2.31904
C -7.40294 -4.86777 -1.24830
Br -6.75547 -3.93081 -2.81151
Br -6.05380 -4.97460 0.13609
Br -9.05205 -4.10468 -0.58772
H -7.62292 -5.88571 -1.55581

Results of the Mulliken charge analysis, in e, for atoms 1 through 2: -0.3482 -0.0785

***

Which value of frontier orbital gap does entry 1 give?
6.3 eV

***

What is the charge in the third record?
+1

***

Among the records above, which one has the lowest frontier orbital gap?
C23H24Se2Si2SrTe2